The following is a DFT calculation (wB97M-V/def2-TZVPD) of the molecule C16H23N3O5S at a distorted geometry.

Its LUMO energy is -0.70 eV. Its SMILES is CCCN(CCC)S(=O)(=O)c1ccc(N2CCCC2=O)c([N+](=O)[O-])c1. The calculation puts the relative energy (zero: lowest compared OMol25 entry of this formula, charge and spin) at 74.96 kcal per mole. Its spin multiplicity is 1. The value obtained for the total energy is -1562.05654 Ha.

Element x y z (Å)
C -3.4179 -3.1019 -1.3491
C -3.5906 -1.8584 -0.4866
H -4.5164 -1.3476 -0.7540
C -2.4166 -0.8937 -0.6580
N -2.5528 0.2726 0.1865
S -1.8766 0.1546 1.6843
O -2.2511 -1.1041 2.2527
O -2.1543 1.3602 2.4021
C -0.1052 0.0885 1.3556
C 0.5485 1.2294 0.9599
C 1.9130 1.1936 0.6749
C 2.6309 -0.0176 0.7286
C 1.9337 -1.1573 1.1618
C 0.5942 -1.1026 1.4799
H 0.0649 -1.9776 1.8229
H 2.4660 -2.0896 1.2458
N 3.9417 -0.1441 0.2997
C 4.8320 -1.0945 0.7682
O 4.6251 -1.8760 1.6586
C 6.1089 -0.9497 -0.0317
C 5.6675 -0.1979 -1.2805
H 5.2816 -0.8953 -2.0257
C 4.5441 0.6813 -0.7369
H 4.9608 1.5990 -0.3040
H 3.7997 0.9489 -1.4905
H 6.4628 0.3905 -1.7314
H 6.8140 -0.3617 0.5598
H 6.5544 -1.9234 -0.2239
N 2.5187 2.4731 0.4246
O 3.6306 2.6709 0.8719
O 1.8621 3.2929 -0.1816
H 0.0228 2.1703 0.9084
C -2.7159 1.5762 -0.4098
H -1.9684 1.7351 -1.2005
C -4.1270 1.7755 -0.9678
C -5.1701 1.7089 0.1395
H -5.0872 0.7654 0.6730
H -5.0127 2.5126 0.8541
H -6.1730 1.7973 -0.2714
H -4.3318 1.0103 -1.7190
H -4.1656 2.7487 -1.4608
H -2.5459 2.2948 0.3927
H -2.3402 -0.5685 -1.6997
H -1.4864 -1.4126 -0.3961
H -3.6460 -2.1338 0.5666
H -3.3584 -2.8354 -2.4028
H -2.5080 -3.6319 -1.0772
H -4.2597 -3.7753 -1.2130

Atom charges from the Löwdin analysis, given in e for atoms 1 to 8: C -0.1033; C -0.2375; H 0.1049; C -0.2082; N -0.2536; S 0.6632; O -0.2682; O -0.2701


The following is a DFT calculation (wB97M-V/def2-TZVPD) of the ion C16H23N4O3 with charge +1 at a distorted geometry.

The total charge is +1. Its LUMO energy is -2.97 eV. Its SMILES is C=C[C@H](CC(=O)O)NC(=O)CCCNc1ccc(C(N)=[NH2+])cc1. The calculation puts the relative energy (zero: lowest compared OMol25 entry of this formula, charge and spin) at 0.00 kcal per mole. Its spin multiplicity is 1. The value obtained for the total energy is -1068.04995 Ha.

Element x y z (Å)
O -1.0764 0.8940 0.6990
O -2.2080 5.2377 0.2114
O -2.4980 6.1915 2.2313
C -0.9525 0.7455 1.9028
C -2.3198 5.1185 1.4053
C 1.1572 3.8212 3.7651
C -0.1072 4.0325 3.3227
C 2.6151 -3.1548 -4.6473
C 1.3316 -3.7856 -2.6348
C 1.5312 -1.4380 -3.1855
C 0.6158 -3.4699 -1.4577
C 0.8508 -1.1561 -2.0205
C 1.8342 -2.7742 -3.4793
C 0.3425 -2.1463 -1.1926
N 3.6525 -4.0396 -4.5888
N -0.4249 -1.6708 -0.1117
N -0.7800 1.8596 2.6790
N 2.3826 -2.6235 -5.8066
C -1.0289 -0.6031 2.5468
C -1.1051 -2.5046 0.8879
C -1.9907 -1.5783 1.8120
C -2.2394 3.7346 2.0250
C -0.8018 3.2774 2.2258
H -2.5387 6.9368 1.6220
H 1.6215 4.4107 4.5886
H 1.8031 3.1153 3.2384
H -0.7004 4.7787 3.8385
H 1.4762 -4.8270 -2.9058
H 1.8874 -0.5856 -3.7915
H 0.2408 -4.2500 -0.8213
H 0.6583 -0.1228 -1.7159
H 3.8975 -4.4265 -3.6819
H 4.2984 -4.0740 -5.3623
H -0.6057 -0.6660 -0.0695
H -0.7043 1.6918 3.6994
H 2.8448 -2.9941 -6.6593
H 1.5893 -1.9931 -5.8866
H -0.0131 -0.9975 2.5357
H -1.3615 -0.4745 3.5613
H -0.3910 -3.0775 1.4995
H -1.7536 -3.1991 0.3191
H -2.5029 -2.2099 2.5439
H -2.7950 -1.0973 1.2044
H -2.8324 3.7030 2.9684
H -2.7019 3.0164 1.3710
H -0.1978 3.3746 1.3144

Atom charges from the Löwdin analysis, given in e for atoms 1 to 8: O 0.0369; O 0.1130; O 0.1066; C -0.4694; C -0.4964; C 0.0318; C -0.1301; C -0.3186


The following is a DFT calculation (wB97M-V/def2-TZVPD) of the molecule C16H23NO3 at a distorted geometry.

Its LUMO energy is 0.61 eV. Its SMILES is CO[C@H]1C=CC2=CCN3CCC(CO)=C(CCO)[C@]23C1. The calculation puts the relative energy (zero: lowest compared OMol25 entry of this formula, charge and spin) at 160.28 kcal per mole. Its spin multiplicity is 1. The value obtained for the total energy is -903.76586 Ha.

Element x y z (Å)
O -3.8165 0.9002 1.5121
O 0.4859 -0.5136 4.0363
O 3.7507 -0.0844 -0.9365
C 1.5588 2.5258 -0.6984
C -0.6402 2.3427 -1.8156
C -2.0952 -0.4423 0.4169
C 0.2755 1.8399 -0.9066
C -0.8284 0.0311 0.4584
C 2.6157 1.7089 -0.3528
N -0.8572 0.1031 -1.9235
C 4.2360 -1.4194 -0.6122
C -3.1641 -0.3740 1.4563
C -1.6415 1.3523 -2.2422
C 0.0637 -0.9475 2.6699
C -0.3553 0.2380 1.8696
C -2.6180 -1.2274 -0.8437
C -1.4497 -1.2131 -1.8844
C 0.0263 0.3661 -0.7697
C 1.4022 -0.4142 -0.8992
C 2.5733 0.2489 -0.2280
H -3.2493 1.4553 2.0589
H 0.8174 -1.3078 4.4850
H 1.7362 3.5037 -1.0116
H -0.5021 3.3896 -2.1358
H 3.5790 2.0054 -0.4034
H 4.5409 -2.0007 -1.5483
H 4.9781 -1.2524 0.1500
H 3.4626 -2.0493 -0.2982
H -3.8320 -1.1676 1.2828
H -2.7436 -0.5428 2.4758
H -2.5490 1.4324 -1.5384
H -2.1625 1.3886 -3.2072
H 0.9873 -1.4616 2.3560
H -0.6758 -1.7128 2.7577
H 0.5253 0.8674 1.7743
H -1.0679 0.8892 2.2874
H -3.5325 -0.8674 -1.2399
H -2.7405 -2.2186 -0.5136
H -1.8057 -1.4962 -2.8516
H -0.7818 -1.9984 -1.5464
H 1.6822 -0.4600 -1.9844
H 1.2650 -1.4863 -0.4442
H 2.5468 0.0691 0.7883

Atom charges from the Löwdin analysis, given in e for atoms 1 to 8: O -0.0375; O -0.0948; O -0.1581; C 0.0162; C 0.0039; C -0.1314; C -0.1365; C -0.0887


The following is a DFT calculation (wB97M-V/def2-TZVPD) of the molecule C16H23NO4S at a distorted geometry.

Its LUMO energy is 0.62 eV. Its SMILES is CCCCOc1ccc(NC(=O)CSCC(=O)OCC)cc1. The calculation puts the relative energy (zero: lowest compared OMol25 entry of this formula, charge and spin) at 351.70 kcal per mole. Its spin multiplicity is 1. The value obtained for the total energy is -1376.85688 Ha.

Element x y z (Å)
C 2.1353 -7.0498 -3.1483
C 0.6414 -6.3915 -3.0196
C 0.4271 -5.5500 -1.7070
C -0.9234 -5.0574 -1.6934
O -1.1184 -4.2187 -0.7258
C -0.4950 -3.0802 -0.5646
C 0.1968 -2.4389 -1.6256
C 0.3099 -1.0901 -1.4924
C 0.2168 -0.4670 -0.2704
C -0.2561 -1.0382 0.8330
C -0.7891 -2.5200 0.8603
H -1.2814 -3.0337 1.5312
H -0.3703 -0.4838 1.6198
N 0.7165 0.8785 0.0842
C 1.1903 1.7699 -0.9774
O 1.6519 1.4551 -2.0511
C 1.7256 3.1975 -0.3537
H 2.5245 3.5521 -0.8228
H 1.7196 3.0979 0.8830
S 0.3023 4.2317 -0.3947
C -1.2267 3.4122 0.3129
C -0.7021 3.1760 1.9432
O -0.0996 2.4145 2.4103
O -1.1654 4.2484 2.6357
C -1.2646 4.3844 3.9354
C -1.9470 3.6373 4.8016
H -1.5986 3.7727 5.6714
H -3.0622 3.8458 4.7011
H -1.6861 2.4445 4.4934
H -0.9847 5.5134 4.2005
H -0.0379 4.0632 4.1336
H -2.1124 4.0817 0.1408
H -1.3143 2.4741 -0.0201
H 0.6277 1.2653 0.8196
H 0.9029 -0.5752 -2.3415
H 0.0132 -2.8988 -2.3482
H -1.3657 -4.5286 -2.6479
H -1.3935 -5.9976 -1.3880
H 1.2081 -4.8675 -1.8406
H 0.7809 -6.4148 -0.8319
H 0.5723 -5.8645 -3.9024
H 0.1232 -7.5507 -2.8913
H 2.2075 -7.7787 -4.1589
H 2.8864 -6.2684 -3.3996
H 2.2443 -7.8044 -2.3774

Atom charges from the Löwdin analysis, given in e for atoms 1 to 8: C -0.1437; C -0.2388; C -0.2158; C -0.3270; O -0.0416; C -0.2029; C 0.0015; C -0.0015